The following is a quantum chemistry calculation of a cluster of 17 separate species, C24H70O29 in total at a distorted geometry, from OMol25.

Properties
Electronic energy, hartree: -3138.4601
Lowest unoccupied orbital energy, eV: 0.3
HOMO level, Eh: -0.385
F_max, hartree/bohr: 0.061

Element x y z (Å)
C1 7.35889 3.78236 -6.05543
H1 6.52408 4.26543 -4.16119
H2 0.43272 6.26525 0.69863
C2 8.16283 3.27406 -2.64851
O1 9.36294 2.98635 -2.02554
C3 -0.29609 2.32778 -4.92810
O2 -2.42609 6.14965 2.05210
O3 -2.57788 6.01700 -3.95096
H3 0.88986 -3.48999 0.24914
C4 -3.50053 3.08445 -5.10224
H4 0.10308 -7.10411 4.36704
C5 1.23553 -3.09678 1.22321
H5 -0.21542 -1.14142 -3.69725
O4 -0.36552 0.40296 -0.66539
C6 -4.65320 7.13118 0.74017
C7 -4.81892 8.29961 1.74104
H6 -4.08319 -2.22024 3.07069
C8 9.38295 3.02066 -0.60549
H7 6.26581 -6.84044 1.66812
H8 -1.86852 -4.09554 5.04577
H9 -0.26847 1.95112 -3.91445
H10 -4.62660 -4.11898 4.73602
O5 -0.21915 5.87156 0.18390
H11 2.25363 -2.67451 1.10983
O6 -4.58814 5.84160 1.47925
H12 1.67346 -7.58085 -2.26517
O7 -4.07399 -0.28304 5.78725
H13 6.63611 -8.40924 0.78660
H14 -3.69132 -0.81405 2.81353
H15 -1.37413 0.35823 3.31369
H16 -4.51813 -2.79404 5.58779
H17 -2.43895 2.94245 3.02172
H18 -6.44033 4.07870 -4.38318
H19 7.85426 2.90084 -6.53481
H20 0.53993 -1.54281 2.55900
H21 -5.53844 6.91994 0.12575
H22 -2.52885 -3.36495 -0.09033
C9 -5.36683 4.23165 -4.65996
O8 -1.11285 -3.97919 -1.72872
H23 -2.45839 -4.47945 2.05934
H24 -3.05021 -5.70853 2.72470
C10 -1.59566 1.84502 -5.58939
O9 -3.81786 -1.63977 2.36364
H25 0.89690 -7.23250 2.16073
O10 7.16022 3.58746 -2.02017
C11 1.45602 -7.08342 -1.34124
C12 1.12698 -7.50897 4.35346
H26 -5.73000 8.19032 2.30537
H27 -2.14879 6.25161 -4.74613
O11 3.90306 -6.08886 1.71453
O12 0.62912 -5.04856 -2.43568
H28 -0.16149 -1.20661 6.84030
O13 4.72808 -8.17562 1.61012
H29 1.37246 -7.90157 -0.58849
H30 -5.07740 5.23014 -4.24701
C13 -3.49130 5.60449 2.20062
H31 0.17701 -5.52124 -0.46549
O14 -4.16113 -3.28747 4.78924
H32 6.48849 3.99717 -6.65004
H33 -3.92183 8.35674 2.35310
O15 -2.54655 -3.37040 0.86760
C14 7.00863 3.47566 -4.66079
H34 -1.64921 0.79028 -5.63932
C15 -0.91341 1.65809 -0.91294
H35 -0.50493 -4.22445 4.57107
H36 0.60457 2.00445 -5.49993
H37 -3.06963 3.50487 4.59347
H38 -4.51792 0.55575 5.83251
H39 -0.16802 3.44264 -4.92600
H40 1.75321 -7.15615 5.18648
H41 -1.02413 5.91429 0.74274
O16 0.12130 -3.09601 -3.41483
C16 -0.73213 -1.97216 -3.29817
C17 -0.42142 -0.09884 0.54343
O17 -0.12101 -1.35256 5.86844
O18 -4.53345 3.17027 -4.25974
C18 5.91335 -7.62276 1.00589
H42 6.42202 2.48818 -4.53714
H43 -3.05896 -2.65139 1.20364
H44 8.37722 3.11755 -0.25682
C19 0.32025 -6.08578 -1.44790
H45 -0.66771 -6.43382 -1.69202
O19 -0.96013 -3.99012 5.38567
H46 1.31026 -3.98883 1.82522
H47 2.36777 -6.50922 -1.07992
H48 -2.17694 6.59194 -3.31543
H49 -1.75357 2.19230 -6.61551
H50 -1.72486 -2.17313 -3.79087
H51 -0.96675 0.13651 4.86243
O20 2.78075 -7.88004 2.57973
H52 -3.76449 7.18856 0.08599
C20 -0.18800 -4.03360 -2.50285
H53 -3.18555 -0.13040 5.40441
H54 2.13630 -6.12018 2.82761
H55 10.15766 3.72953 -0.24517
H56 -5.30725 4.43753 -5.73044
H57 -0.68342 -2.10508 5.78424
H58 9.71949 1.99101 -0.24329
H59 -1.90074 4.53881 3.78040
H60 1.04685 -8.56609 4.28101
H61 -0.92569 -1.70685 -2.24860
C21 0.24937 -2.08829 1.63831
C22 -2.70792 3.85008 3.62217
O21 -1.61914 0.56213 4.22852
O22 0.24793 -1.20750 0.51556
H62 -0.88950 7.23148 -1.18222
O23 -3.79416 4.52752 2.97370
H63 -4.88384 9.18916 1.12821
O24 -2.26347 -5.17890 2.68446
H64 -1.25925 8.72471 -1.51229
H65 -2.01057 1.58165 -1.21897
H66 5.54603 -7.12579 0.06711
C23 3.77092 -7.26297 1.92977
O25 -2.68662 2.11128 -4.67302
H67 -0.99565 2.34351 -0.04553
H68 -0.31982 2.06240 -1.76295
O26 -3.29771 3.80179 -6.06810
O27 -0.98080 0.44101 1.49525
H69 -0.74971 -2.46415 1.77015
H70 8.14607 4.56678 -6.10605
O28 -1.38864 7.79308 -1.76774
O29 8.27204 3.26085 -3.95123
C24 1.63185 -7.11322 2.98553